Computed, not measured: a cluster of 2 separate species, C6H11N in total at a distorted geometry, with ωB97M-V with the def2-TZVPD basis set.

Properties
energy relative to the best compared isomer or geometry (same formula, charge and spin): 95.5 kcal per mole
F_max: 2.85 eV/Å
gap between HOMO and LUMO: 10.370 eV
HOMO level: -9.361 eV
2S+1: 1

Bonds (Å) are listed after each position.
Atoms and positions in Å:
1 C -0.3574 1.2173 -1.4658  C2 1.227, H5 1.060
2 C -0.6410 0.1012 -1.0418  C1 1.227, C3 1.473
3 C -1.3036 -1.2146 -1.0371  C2 1.473, N4 1.460, H6 1.095, H7 1.095
4 N -2.1907 -1.4682 -2.1681  C3 1.460, H8 1.014, H9 1.014
5 H -0.3664 2.0919 -2.0646  C1 1.060
6 H -1.8860 -1.3178 -0.1153  C3 1.095
7 H -0.5392 -1.9987 -1.0190  C3 1.095
8 H -2.9233 -0.7675 -2.1981  N4 1.014
9 H -1.6727 -1.3973 -3.0368  N4 1.014
10 C 1.3862 1.7073 0.8193  C11 1.296, H13 1.076, H14 1.195
11 C 1.0941 0.5160 1.2375  C10 1.296, C12 1.484, H15 1.198
12 C 1.4789 -0.2954 2.4192  C11 1.484, H16 1.091, H17 1.089, H18 1.091
13 H 2.0538 2.4364 1.2443  C10 1.076
14 H 0.8190 1.9115 -0.2122  C10 1.195
15 H 0.3257 0.0153 0.4666  C11 1.198
16 H 1.9486 -1.2299 2.1072  C12 1.091
17 H 2.1762 0.2480 3.0559  C12 1.089
18 H 0.5980 -0.5556 3.0087  C12 1.091